Entry 1:
{
  "formula": "C4H9N2S",
  "method": "ωB97M-V with the def2-TZVPD basis set",
  "elements": ["N", "C", "C", "C", "S", "C", "N", "H", "H", "H", "H", "H", "H", "H", "H", "H"],
  "xyz": [[-1.2519, 1.6285, -1.4500], [-0.1397, 1.3801, -0.4196], [0.2570, -0.2107, -0.3722], [-0.8247, -1.3180, 0.1718], [-0.7540, -0.7693, 1.9845], [1.1506, -0.7602, 1.8685], [1.4753, -0.4160, 0.5506], [-0.8547, 1.2357, -2.3388], [-2.1046, 1.0670, -1.1607], [-0.4621, 1.8255, 0.6155], [0.8357, 1.9592, -0.7811], [0.4266, -0.5689, -1.4876], [-1.8733, -1.4202, -0.3417], [-0.1932, -2.3291, 0.2302], [1.8685, -1.0056, 2.7661], [2.4444, -0.2981, 0.1645]],
  "forces_ev_per_angstrom": [[1.3400, -1.7780, 1.1307], [0.0851, 0.3904, -0.3223], [-1.0144, -0.5623, -1.5376], [2.3784, 0.3181, 0.4559], [2.6152, -1.1339, -0.1302], [-1.4506, 1.1615, -3.4687], [-1.1317, -1.3888, 3.1126], [-1.0197, 0.5205, 0.8877], [1.3819, 0.9092, -0.6870], [0.6806, -1.0940, -1.9693], [-2.1309, -1.2468, 0.7956], [0.5087, 0.8993, 2.3429], [2.1777, 0.4882, 1.2570], [-1.9129, 1.9623, -0.6146], [-1.3260, 0.8277, -2.0880], [-1.1812, -0.2733, 0.8354]],
  "total_charge": 1,
  "homo_lumo_gap_ev": 8.0,
  "multiplicity": 1
}

Entry 2:
{
  "formula": "C4H9N2S",
  "method": "ωB97M-V with the def2-TZVPD basis set",
  "elements": ["C", "C", "C", "C", "N", "N", "S", "H", "H", "H", "H", "H", "H", "H", "H", "H"],
  "xyz": [[1.0816, -0.7165, -1.2292], [1.0992, -1.2418, 0.1728], [-1.6080, 1.3834, -0.3697], [-0.9275, -0.8820, 0.9833], [2.0626, 1.0609, 0.3409], [1.5492, -0.0371, 0.0100], [-1.9770, -0.4120, -0.3441], [1.7653, -1.1479, -1.8761], [0.2042, -0.5167, -1.7072], [1.4137, -2.1649, 0.6670], [-1.1592, 1.6484, 0.6435], [-2.5035, 2.0861, -0.5029], [-0.8801, 1.7192, -1.1465], [-0.7694, -0.0719, 1.6318], [-1.1579, -1.8207, 1.3175], [1.8069, 1.1136, 1.4089]],
  "forces_ev_per_angstrom": [[2.1223, -1.2427, 2.8882], [-3.8519, -1.9648, 1.1904], [0.1023, 1.9304, 0.7599], [0.0708, 1.5991, -3.8784], [-2.3471, -0.6511, 2.3789], [1.6460, 2.4132, -2.2926], [1.0267, 0.4322, 0.8778], [1.8925, -0.2451, -1.0371], [-2.8170, 1.2826, -0.6970], [0.2599, 0.7375, 0.0163], [-0.6112, -0.2725, -1.3000], [0.8950, -1.5636, 0.1933], [-0.4961, -0.7391, 0.4766], [0.6293, 0.6058, 1.0899], [-0.2057, -2.2791, 1.0561], [1.6841, -0.0427, -1.7224]],
  "total_charge": 1,
  "homo_lumo_gap_ev": [7.4, 7.4],
  "multiplicity": 1
}

Entry 3:
{
  "formula": "C4H9N2S2",
  "method": "ωB97M-V with the def2-TZVPD basis set",
  "elements": ["C", "N", "C", "C", "N", "C", "S", "S", "H", "H", "H", "H", "H", "H", "H", "H", "H"],
  "xyz": [[1.0344, 1.2756, 0.6361], [0.4105, 0.0123, 0.7298], [1.3887, -0.9455, 0.1575], [1.0497, -1.1914, -1.0950], [-0.2478, -0.7336, -1.3285], [-0.8747, -0.1537, -0.2035], [-2.0534, -1.1708, 0.9689], [-1.7686, 1.4621, -0.4943], [1.1785, 1.6438, -0.4402], [0.4086, 1.8884, 1.3301], [1.9606, 1.1757, 1.0939], [0.2740, -0.1055, 1.6801], [2.2693, -1.1303, 0.8455], [1.6994, -1.7114, -1.8148], [-0.8126, -0.9573, -2.1205], [-2.9553, -0.2902, 0.7751], [-2.9614, 0.9318, -0.7203]],
  "forces_ev_per_angstrom": [[-1.0809, 3.5562, -0.7372], [-0.3235, -1.5277, -4.0035], [1.3887, -0.2627, 1.8402], [-0.3112, -0.8282, 0.1855], [0.2223, 0.2874, -0.1412], [-0.3854, -0.1917, 2.1942], [2.1443, -1.0828, -1.0575], [1.3265, -0.0445, -0.1371], [-0.5274, -0.4882, 1.7139], [0.6306, 0.5511, -1.1360], [1.9121, 0.0898, 0.6927], [-1.3003, -1.0432, 2.3088], [-1.0884, 0.1412, -1.5524], [-0.8693, 0.2695, 0.2113], [0.0133, -0.1000, -0.4357], [-1.5084, 0.9969, 0.1418], [-0.2429, -0.3231, -0.0880]],
  "total_charge": 1,
  "homo_lumo_gap_ev": 9.9,
  "multiplicity": 1,
  "smiles": "C[N@@H+]1C=CNC1(S)S"
}

Entry 4:
{
  "formula": "C4H9N3",
  "method": "ωB97M-V with the def2-TZVPD basis set",
  "elements": ["C", "C", "C", "N", "N", "C", "N", "H", "H", "H", "H", "H", "H", "H", "H", "H"],
  "xyz": [[0.1502, 1.6208, -1.2124], [-0.5692, -0.2965, 0.5475], [-0.1465, 0.5255, -0.2895], [-0.7306, -1.4330, 1.2144], [-2.1780, 0.9124, 0.1446], [1.6994, -0.6919, -0.1554], [1.8206, -1.8421, 0.3471], [0.0863, -2.0540, 1.0180], [-0.8828, -1.3119, 2.2086], [-2.3088, 1.2360, 1.1022], [-2.8302, 0.1495, -0.0308], [2.6991, -2.3385, 0.1576], [2.5244, -0.2010, -0.7064], [0.1252, 2.5732, -0.6812], [1.1374, 1.4911, -1.6573], [-0.5965, 1.6604, -2.0070]],
  "forces_ev_per_angstrom": [[-0.1490, 0.2027, -0.1257], [-2.8986, 1.5750, -0.3658], [3.3308, -1.4765, -0.1431], [0.2546, -0.3184, 0.2191], [0.6429, -1.0191, 0.7683], [-0.3371, 0.8608, -0.3359], [-0.1820, -0.1799, -0.2034], [-0.1677, 0.1856, 0.0210], [0.0016, 0.0162, -0.0813], [-0.2902, -0.0609, -0.0754], [-0.1564, 0.1415, 0.1141], [-0.0508, 0.3182, 0.1117], [0.0249, -0.1248, -0.0594], [-0.0008, -0.0427, -0.0314], [-0.0419, -0.0365, 0.0850], [0.0197, -0.0413, 0.1022]],
  "total_charge": 0,
  "homo_lumo_gap_ev": 7.9,
  "multiplicity": 1
}

Entry 5:
{
  "formula": "C4H9N3",
  "method": "ωB97M-V with the def2-TZVPD basis set",
  "elements": ["C", "C", "N", "N", "N", "C", "C", "H", "H", "H", "H", "H", "H", "H", "H", "H"],
  "xyz": [[-1.8486, 0.9149, -0.0304], [-0.3560, 0.7773, 0.0909], [0.4116, 0.3308, -1.1577], [1.5945, -0.1697, -0.4499], [2.4286, 0.6583, 0.2935], [0.2877, -0.5414, -0.0054], [-0.2235, -1.9321, 0.0884], [-2.1128, 1.9428, -0.2705], [-2.2241, 0.2691, -0.8219], [-2.3284, 0.6410, 0.9087], [0.1160, 1.5547, 0.6872], [2.0368, 1.5525, 0.5918], [3.2567, 0.8394, -0.2641], [0.3326, -2.5659, -0.5987], [-0.0902, -2.3041, 1.1036], [-1.2810, -1.9676, -0.1654]],
  "forces_ev_per_angstrom": [[0.2673, -0.0657, -0.2341], [0.6956, -0.0724, 0.0787], [-0.8596, 0.6487, -0.5563], [-0.2362, -0.8149, 0.0558], [0.2277, 0.6385, 0.5044], [0.4507, 0.1206, 0.4140], [0.0443, 0.0817, -0.0651], [-0.0586, 0.0192, -0.0090], [-0.0697, -0.0360, -0.0187], [-0.0297, 0.0076, 0.0246], [-0.0244, -0.0997, -0.0236], [-0.0753, -0.2438, -0.1641], [-0.2466, -0.0621, -0.0052], [0.0072, -0.0344, -0.0251], [-0.0265, -0.0607, 0.0148], [-0.0663, -0.0267, 0.0087]],
  "total_charge": 0,
  "homo_lumo_gap_ev": 10.2,
  "multiplicity": 1,
  "smiles": "C[C@@H]1N2N(N)[C@@]12C"
}

Entry 6:
{
  "formula": "C4H9N3",
  "method": "ωB97M-V with the def2-TZVPD basis set",
  "elements": ["H", "N", "C", "C", "C", "N", "C", "N", "H", "H", "H", "H", "H", "H", "H", "H"],
  "xyz": [[-1.1658, 0.4922, -2.3756], [-1.0426, -0.4052, -1.9159], [-0.5230, -0.3559, -0.7646], [-0.2925, -1.6979, -0.0693], [0.8245, -2.0764, 0.5287], [0.0776, 0.6786, -0.1086], [-0.0620, 0.9035, 1.3134], [-0.0222, 1.9837, -0.8522], [-1.1167, -2.3800, -0.2202], [1.6581, -1.4058, 0.6649], [0.9525, -3.0811, 0.8995], [0.8499, 1.3688, 1.6976], [-0.9083, 1.5682, 1.5127], [-0.2168, -0.0408, 1.8271], [0.3917, 1.8134, -1.7691], [0.5957, 2.6347, -0.3684]],
  "forces_ev_per_angstrom": [[0.0558, 0.1202, 0.2156], [-0.4382, 0.0261, -0.5016], [0.7605, -1.5877, 0.9638], [-0.5244, 0.5665, -0.6224], [-0.0284, 0.0623, 0.0234], [0.3292, 2.4339, -1.0879], [-0.0712, 0.1304, 0.0553], [-0.1468, -1.2937, 0.7475], [0.0039, -0.1759, -0.0043], [0.1205, 0.1503, -0.0640], [-0.0826, -0.1289, 0.0577], [-0.0540, -0.0264, 0.0284], [-0.0243, -0.0158, 0.0346], [0.0162, 0.0733, -0.0555], [0.0853, -0.0345, 0.2404], [-0.0016, -0.3001, -0.0310]],
  "total_charge": 0,
  "homo_lumo_gap_ev": 9.5,
  "multiplicity": 1,
  "smiles": "[H]/N=C(/C=C)N(C)N"
}

Entry 7:
{
  "formula": "C4H9N3",
  "method": "ωB97M-V with the def2-TZVPD basis set",
  "elements": ["H", "N", "C", "N", "H", "H", "H", "C", "C", "N", "C", "H", "H", "H", "H", "H"],
  "xyz": [[-1.1164, -1.4530, 2.3249], [-1.2287, -1.3222, 1.3175], [-1.3709, -0.0734, 1.0630], [-1.3408, 0.9183, 1.9809], [-1.5410, 0.2829, 0.0327], [-1.0927, 1.8404, 1.6374], [-0.9530, 0.7032, 2.8898], [1.4817, 1.4740, -0.8354], [1.4246, 0.1676, -1.1054], [0.5399, -0.3322, -2.0181], [0.1549, -1.5454, -1.7997], [2.1916, 1.8646, -0.1166], [0.8163, 2.1688, -1.3366], [2.1059, -0.5154, -0.5991], [0.4859, -2.1580, -0.9418], [-0.5572, -2.0201, -2.4935]],
  "forces_ev_per_angstrom": [[0.1152, -0.1009, -0.0734], [-0.3381, 0.5814, -0.4937], [0.2889, -1.2720, -0.3618], [0.1479, 1.3891, 0.4419], [0.1068, -0.3398, 0.4026], [-0.1707, -0.2731, 0.1724], [-0.0876, -0.0027, -0.1538], [0.0556, -0.2179, -0.0425], [1.1519, 1.3767, 1.0379], [-1.5645, -2.3958, -0.3627], [0.0894, 0.7308, -0.5653], [-0.0896, -0.0498, -0.0079], [0.0889, -0.0493, -0.0240], [-0.0756, -0.0932, 0.0198], [-0.0312, 0.3720, -0.2919], [0.3125, 0.3445, 0.3023]],
  "total_charge": 0,
  "homo_lumo_gap_ev": 9.9,
  "multiplicity": 1,
  "smiles": "[H]/N=C\\N.C=CN=C"
}

Which value of multiplicity does entry 2 give? 1

What is the formula in the sixth record? C4H9N3